No. 1
C18H24CoF5N5O3Te as an isolated structure, computed with ωB97M-V with the def2-TZVPD basis set.

Values from the calculation:
ΔE to the lowest compared entry with this formula, charge and spin, kcal/mol: 0.0
Gap between HOMO and LUMO (spin up / spin down), eV: 8.9 / 9.2
HOMO level (spin up / spin down), eV: -8.827 / -9.111
Max |F|, eV/Å: 0.62
2S+1: 4

```
57
Properties=species:S:1:pos:R:3:forces:R:3
Co 0.042 -0.040 0.007 -0.01 -0.25 -0.05
O -1.903 -1.993 -2.813 0.05 -0.07 -0.04
C -0.949 -1.533 -2.221 0.10 -0.19 -0.16
N -0.525 -1.787 -0.951 -0.32 0.43 0.32
C -1.216 -2.733 -0.226 0.04 0.01 -0.16
O -1.549 -3.834 -0.599 -0.03 -0.04 0.04
C -1.539 -2.295 1.185 0.13 -0.04 0.02
C -2.446 -3.032 1.931 0.02 -0.02 -0.01
C -2.763 -2.604 3.205 0.00 0.00 0.01
C -2.140 -1.467 3.699 0.00 -0.02 0.00
C -1.241 -0.801 2.889 -0.02 0.02 -0.01
N -0.945 -1.193 1.648 -0.08 0.10 0.05
C -0.066 -0.525 -2.931 0.05 0.04 0.11
C -0.087 -0.484 -4.317 -0.04 0.03 -0.04
C 0.779 0.367 -4.973 0.03 0.02 0.01
C 1.640 1.152 -4.217 -0.03 -0.02 -0.02
C 1.574 1.064 -2.841 -0.04 0.05 0.01
N 0.734 0.253 -2.192 -0.07 0.00 -0.04
H -2.885 -3.910 1.479 0.00 0.00 0.00
H -3.484 -3.142 3.806 0.00 0.00 0.00
H -2.353 -1.091 4.689 0.00 0.00 0.00
H -0.745 0.090 3.248 -0.03 0.00 -0.01
H -0.786 -1.124 -4.836 0.00 -0.01 0.02
H 0.793 0.418 -6.053 0.00 0.00 0.00
H 2.345 1.828 -4.681 0.01 0.00 0.00
H 2.229 1.676 -2.233 0.01 -0.01 0.00
C 0.223 2.268 2.058 0.01 -0.01 0.00
N 0.834 1.929 0.764 0.04 0.00 0.03
C 0.524 3.032 -0.160 0.00 0.01 0.05
C 2.285 1.763 0.913 0.00 0.01 0.01
C 2.622 0.425 1.547 0.02 -0.01 0.00
N 2.074 -0.697 0.773 0.03 -0.04 -0.02
C 2.932 -0.999 -0.382 0.00 0.01 -0.01
C 2.016 -1.906 1.602 -0.02 0.00 0.00
H 0.512 3.282 2.362 0.01 0.00 0.00
H 0.557 1.579 2.830 -0.01 0.00 -0.01
H -0.860 2.211 1.966 -0.01 0.01 -0.01
H 0.926 3.977 0.226 0.01 0.00 -0.01
H -0.555 3.111 -0.263 0.00 0.00 0.00
H 0.952 2.840 -1.138 -0.01 -0.01 -0.01
H 2.715 2.574 1.517 0.00 0.01 -0.01
H 2.737 1.834 -0.078 0.00 -0.02 -0.01
H 2.197 0.373 2.551 0.01 0.00 -0.01
H 3.711 0.329 1.659 0.00 0.00 0.00
H 3.901 -1.389 -0.045 0.00 0.00 0.00
H 3.105 -0.108 -0.978 0.00 0.02 -0.01
H 2.440 -1.739 -1.010 0.00 0.00 0.00
H 3.024 -2.216 1.905 0.00 0.00 0.00
H 1.556 -2.711 1.031 0.01 0.00 0.00
H 1.419 -1.726 2.492 -0.01 0.01 0.01
F -3.294 3.060 -0.781 -0.01 -0.07 0.01
Te -3.400 1.208 -0.542 0.12 0.27 0.26
F -5.147 1.308 -1.152 0.03 0.07 0.06
F -3.804 -0.578 -0.169 0.07 -0.05 -0.41
F -4.065 1.602 1.161 0.02 -0.03 -0.05
F -2.952 1.068 -2.349 -0.10 -0.40 0.09
O -1.696 1.037 -0.008 0.08 0.19 -0.02
```
Forces are in eV/Å.

Here are the Löwdin charges for atoms 1 to 6, given in e: 0.72, 0.09, -0.47, 0.07, -0.44, 0.11



No. 2
A 2-piece molecular cluster, C18H24F9N4O4S overall, computed with ωB97M-V with the def2-TZVPD basis set.

Values from the calculation:
Gap between HOMO and LUMO, eV: 8.2
HOMO level, eV: -11.602
Charge: +1
Max |F|, eV/Å: 0.58

```
60
Properties=species:S:1:pos:R:3:forces:R:3
C 5.211 2.307 3.526 -0.25 0.07 -0.37
C 3.782 2.851 3.349 0.33 -0.01 -0.09
N 3.514 3.243 1.953 -0.38 -0.25 0.27
C 3.213 2.228 1.072 -0.15 0.34 -0.44
N 3.448 0.903 1.335 0.00 -0.14 -0.14
C 3.080 0.171 0.277 -0.07 -0.14 -0.21
N 2.613 0.981 -0.653 0.14 0.04 -0.01
C 2.102 0.550 -1.974 -0.31 0.02 0.20
C 1.062 -0.552 -1.814 -0.01 0.22 -0.15
C -0.209 -0.030 -1.115 0.11 -0.42 -0.22
C -0.524 -0.753 0.207 0.02 0.32 -0.33
C -0.567 0.128 1.449 0.05 -0.35 -0.02
F -0.014 1.355 1.249 0.03 0.08 0.11
F 0.205 -0.453 2.419 -0.03 -0.02 0.01
C -1.965 0.281 2.126 0.19 0.38 0.01
F -2.535 -0.917 2.186 -0.11 -0.29 0.04
F -1.784 0.721 3.369 0.01 0.14 0.14
S -3.167 1.497 1.293 -0.22 -0.25 -0.09
F -4.036 1.548 2.607 0.02 -0.01 -0.04
F -2.271 2.697 1.802 0.09 0.14 0.09
F -2.318 1.445 -0.060 0.06 0.05 -0.11
F -4.062 0.317 0.732 0.01 0.04 0.03
F -4.125 2.532 0.612 -0.07 0.01 0.04
C 2.686 2.292 -0.202 0.24 -0.07 0.49
C 2.305 3.494 -0.992 -0.07 0.10 0.12
N 0.854 3.681 -1.128 0.20 -0.34 -0.07
H 5.725 2.326 2.566 0.10 0.03 -0.03
H 5.777 2.935 4.203 0.11 -0.09 0.15
H 5.223 1.280 3.886 0.05 -0.03 0.21
H 3.658 3.746 3.948 -0.08 0.07 0.02
H 3.039 2.129 3.694 -0.11 -0.02 0.06
H 2.815 3.969 1.904 0.10 0.13 -0.09
H 3.855 0.514 2.170 0.00 0.07 0.10
H 3.164 -0.896 0.186 0.02 -0.04 0.09
H 2.929 0.255 -2.613 0.18 -0.01 0.06
H 1.620 1.429 -2.394 0.07 0.04 -0.15
H 1.482 -1.403 -1.280 0.06 -0.10 -0.02
H 0.829 -0.917 -2.813 0.00 -0.02 -0.04
H -0.101 1.037 -0.976 -0.08 0.15 0.13
H -1.048 -0.150 -1.796 -0.08 0.00 0.03
H 0.240 -1.503 0.392 0.01 -0.07 0.15
H -1.449 -1.309 0.105 -0.09 0.01 0.15
H 2.761 4.352 -0.496 0.16 0.02 0.03
H 2.786 3.429 -1.970 -0.09 0.04 -0.13
H 0.591 4.637 -0.942 -0.09 0.10 -0.10
H 0.355 3.090 -0.480 -0.11 0.07 0.15
C -4.644 -4.933 -1.316 -0.13 -0.05 -0.07
C -3.512 -4.439 -0.800 -0.12 -0.09 0.09
C -2.427 -3.853 -1.665 0.02 0.02 -0.36
O -1.441 -3.402 -1.097 0.02 0.03 0.13
C -2.606 -3.848 -3.098 0.17 0.08 0.11
C -3.737 -4.347 -3.622 0.13 0.07 -0.13
C -4.837 -4.914 -2.756 -0.06 -0.05 0.35
O -5.828 -5.326 -3.322 0.00 0.00 -0.14
O -3.986 -4.381 -4.916 -0.03 -0.01 0.04
O -3.251 -4.419 0.502 0.02 0.03 -0.01
H -5.429 -5.352 -0.703 0.01 0.01 0.02
H -1.815 -3.439 -3.710 -0.02 -0.01 -0.03
H -4.871 -4.786 -5.019 -0.04 -0.02 0.01
H -2.365 -4.026 0.600 0.04 0.01 -0.02
```
Forces are in eV/Å.

Here are the Löwdin charges for atoms 1 to 6, given in e: -0.07, -0.22, 0.05, -0.22, 0.19, -0.03



No. 3
The molecule C18H24FN3OS, computed with ωB97M-V with the def2-TZVPD basis set.

Values from the calculation:
ΔE to the lowest compared entry with this formula, charge and spin, kcal/mol: 4.4
Gap between HOMO and LUMO, eV: 9.1
HOMO level, eV: -8.560
Max |F|, eV/Å: 0.98

```
48
Properties=species:S:1:pos:R:3:forces:R:3
C -1.201 -4.708 -2.495 -0.19 -0.16 -0.04
C -0.040 -3.948 -1.983 -0.03 -0.20 0.89
N 0.715 -3.186 -2.684 -0.34 -0.02 -0.92
C 1.702 -2.614 -1.953 0.29 -0.07 0.76
C 1.725 -2.930 -0.628 -0.14 -0.16 -0.15
C 2.611 -2.388 0.450 0.04 0.09 0.15
N 2.132 -1.162 1.064 0.10 0.07 0.06
C 2.218 0.002 0.198 0.05 0.19 -0.01
C 1.311 1.103 0.741 0.40 -0.07 -0.05
N -0.101 0.739 0.667 0.02 0.10 0.05
C -0.729 1.165 -0.582 -0.06 0.03 0.02
C -0.745 2.664 -0.709 -0.01 -0.08 -0.16
C -0.013 3.302 -1.703 -0.15 -0.05 0.13
C -0.022 4.681 -1.818 -0.07 0.29 0.07
C -0.771 5.415 -0.918 0.05 -0.13 -0.05
F -0.783 6.761 -1.021 -0.01 -0.11 0.02
C -1.511 4.808 0.081 0.05 0.19 -0.06
C -1.495 3.430 0.179 0.12 0.02 -0.14
C -0.317 -0.693 0.915 -0.32 -0.51 0.10
C -1.672 -0.939 1.601 0.19 0.29 0.09
C -1.846 -0.193 2.927 -0.02 -0.43 0.00
O -1.852 1.200 2.769 -0.02 0.52 0.01
C 0.846 -1.261 1.739 -0.14 0.22 0.00
S 0.421 -4.030 -0.286 0.25 0.32 -0.74
H -1.054 -5.776 -2.338 -0.06 -0.06 -0.04
H -2.111 -4.414 -1.973 -0.08 -0.02 -0.03
H -1.314 -4.513 -3.558 -0.01 0.00 -0.02
H 2.408 -1.976 -2.453 0.19 0.14 0.01
H 2.726 -3.132 1.243 0.14 0.01 -0.09
H 3.598 -2.175 0.029 -0.02 -0.11 0.05
H 3.260 0.339 0.178 -0.05 0.06 -0.12
H 1.915 -0.227 -0.837 0.02 0.04 0.03
H 1.463 2.026 0.181 0.04 -0.04 0.12
H 1.572 1.299 1.785 0.08 0.07 -0.07
H -0.229 0.720 -1.459 -0.06 -0.01 0.06
H -1.761 0.803 -0.568 0.08 -0.06 -0.06
H 0.568 2.717 -2.401 0.06 -0.08 -0.05
H 0.541 5.185 -2.588 0.05 0.08 -0.06
H -2.087 5.412 0.764 -0.06 0.09 0.06
H -2.070 2.944 0.951 -0.11 -0.08 0.12
H -0.337 -1.236 -0.048 0.08 0.09 0.11
H -1.780 -2.011 1.777 -0.05 -0.09 -0.05
H -2.475 -0.627 0.930 -0.07 -0.06 -0.01
H -1.058 -0.495 3.634 -0.12 -0.04 0.00
H -2.811 -0.458 3.370 0.13 -0.07 0.01
H -1.112 1.407 2.168 -0.05 -0.10 -0.07
H 0.923 -0.719 2.687 -0.17 -0.11 0.04
H 0.643 -2.308 1.971 -0.04 0.05 0.07
```
Forces are in eV/Å.

Here are the Löwdin charges for atoms 1 to 6, given in e: -0.09, -0.64, 0.04, -0.20, -0.50, -0.20



No. 4
C18H24FeNO3P as an isolated structure at a distorted geometry, computed with ωB97M-V with the def2-TZVPD basis set.

Values from the calculation:
Gap between HOMO and LUMO (spin up / spin down), eV: 2.0 / 5.5
HOMO level (spin up / spin down), eV: 2.788 / -1.541
Charge: -2
Max |F|, eV/Å: 3.00
2S+1: 5

```
48
Properties=species:S:1:pos:R:3:forces:R:3
C 2.075 5.662 -2.455 0.11 -0.13 0.22
C 1.689 4.248 -2.804 0.05 -0.32 -0.12
O 1.199 3.585 -1.595 0.04 -0.54 -0.12
P 1.449 2.020 -1.375 0.84 -0.45 0.35
C -0.113 1.132 -1.574 -0.28 2.73 -1.09
C -0.544 1.029 -2.937 -0.78 -0.46 -1.43
N -0.942 0.906 -4.032 0.74 0.20 1.79
O 2.584 1.464 -2.148 -0.65 0.32 0.35
O 1.506 1.883 0.218 0.03 0.46 -0.28
C 2.187 2.844 1.065 -0.04 -0.05 -0.30
C 2.269 2.256 2.452 0.08 -0.14 0.02
H 2.209 6.241 -3.370 -0.02 0.13 -0.07
H 1.315 6.139 -1.830 0.08 0.04 -0.10
H 3.031 5.668 -1.918 -0.16 0.11 0.07
H 0.892 4.205 -3.557 0.12 -0.01 0.22
H 2.560 3.688 -3.171 -0.32 0.10 0.06
H -0.852 1.671 -0.961 0.04 -0.46 -0.14
H 3.190 3.024 0.650 -0.29 0.13 0.14
H 1.609 3.780 1.071 0.24 -0.20 -0.15
H 2.708 2.994 3.123 0.03 0.06 0.05
H 1.279 1.986 2.829 0.10 -0.01 -0.10
H 2.907 1.369 2.455 -0.14 0.02 0.02
C 0.276 -2.131 -1.814 0.28 0.16 -0.84
C -0.075 -1.198 -0.722 0.05 -2.30 -0.04
C -0.229 -1.641 0.573 0.10 0.62 2.94
C -0.957 -0.986 1.702 2.01 0.79 -0.80
C -0.811 -1.792 2.879 1.22 -0.49 -0.25
C -0.075 -3.001 2.528 1.52 1.02 0.91
C 0.224 -2.959 1.124 0.46 1.30 -0.06
Fe -1.683 -2.780 1.398 0.21 0.01 -0.65
C -2.517 -3.878 -0.026 -1.18 0.11 0.64
C -3.244 -2.635 0.185 -1.70 -1.05 -0.10
C -3.640 -2.580 1.582 -0.57 -0.89 -1.01
C -3.162 -3.786 2.235 -1.07 -1.09 -0.84
C -2.470 -4.589 1.242 -1.77 -0.27 0.06
H -0.135 -1.763 -2.765 0.06 -0.19 0.03
H 1.363 -2.232 -1.981 -0.09 0.06 0.09
H -0.116 -3.143 -1.632 -0.05 0.33 0.05
H -0.046 -0.071 -0.983 0.10 0.11 0.09
H -1.417 -0.005 1.602 0.03 -0.28 0.20
H -1.144 -1.519 3.879 -0.12 -0.23 -0.32
H 0.247 -3.781 3.217 -0.21 0.19 -0.16
H 0.806 -3.655 0.524 -0.25 -0.02 0.33
H -2.177 -4.261 -0.984 0.20 0.23 0.29
H -3.521 -1.924 -0.592 0.24 -0.10 0.28
H -4.270 -1.817 2.037 0.41 -0.05 -0.06
H -3.366 -4.082 3.262 0.21 0.17 -0.21
H -2.066 -5.587 1.396 0.08 0.32 0.03
```
Forces are in eV/Å.

Here are the Löwdin charges for atoms 1 to 6, given in e: -0.41, -0.32, -0.25, 0.48, -0.19, -0.29



| no. | energy (hartree) |
| --- | --- |
| 1 | -3350.033649 |
| 2 | -2516.996289 |
| 3 | -1437.845682 |
| 4 | -2585.579654 |